[1]
{
  "formula": "C18H22ClN4O",
  "method": "wB97M-V/def2-TZVPD",
  "homo_ev": -11.03,
  "orbital_gap_ev": 8.374,
  "charge": 1,
  "lumo_energy_ha": -0.0975,
  "elements": ["C", "C", "C", "C", "O", "N", "C", "C", "C", "C", "C", "C", "Cl", "C", "C", "N", "C", "N", "C", "C", "N", "C", "C", "C", "H", "H", "H", "H", "H", "H", "H", "H", "H", "H", "H", "H", "H", "H", "H", "H", "H", "H", "H", "H", "H", "H"],
  "positions_angstrom": [[3.43195, -2.88221, -0.95724], [2.84523, -1.55369, -1.40617], [3.44310, -0.85355, -2.33942], [3.00873, 0.52543, -2.70166], [3.52617, 1.12423, -3.62520], [1.96973, 0.96454, -1.97434], [1.07151, 1.99165, -2.31719], [0.05554, 1.79652, -1.45617], [-1.27193, 2.52537, -1.32838], [-1.81149, 2.60974, -0.02856], [-3.15525, 3.06781, 0.16096], [-3.80771, 3.73521, -0.87147], [-5.34953, 4.34064, -0.68716], [-3.15693, 3.94117, -2.03451], [-1.87008, 3.29708, -2.32466], [0.27575, 0.67451, -0.67094], [1.45478, 0.20825, -0.98494], [1.91254, -1.04588, -0.54653], [1.55026, -1.51344, 0.75340], [0.06182, -1.90822, 0.86593], [-0.61074, -1.56973, 2.19601], [-0.72296, -0.13942, 2.55531], [-0.17212, -2.29901, 3.36925], [-2.08175, -1.90150, 1.85192], [2.58442, -3.57854, -0.91781], [4.10345, -3.29211, -1.72958], [4.01541, -2.76249, -0.12393], [4.30837, -1.22854, -2.85265], [1.13621, 2.64199, -3.18387], [-1.29814, 2.36144, 0.90982], [-3.80398, 3.03743, 1.10834], [-3.72506, 4.53948, -2.70679], [-1.39346, 3.36000, -3.30661], [1.85235, -0.71704, 1.41087], [2.02603, -2.46806, 1.09797], [-0.00223, -2.94232, 0.50090], [-0.47693, -1.29317, 0.13398], [-1.60245, -0.10200, 3.26574], [0.11480, 0.36175, 2.91910], [-0.98483, 0.44587, 1.72835], [0.53085, -3.15866, 3.10360], [0.31754, -1.61525, 4.13149], [-1.09352, -2.78787, 3.88068], [-2.74931, -1.85858, 2.64562], [-2.09419, -2.88429, 1.37939], [-2.36193, -1.19455, 1.10716]]
}

---

[2]
{
  "formula": "C18H22ClN5O4S",
  "method": "wB97M-V/def2-TZVPD",
  "homo_ev": -9.20,
  "orbital_gap_ev": 8.967,
  "lumo_energy_ha": -0.0085,
  "elements": ["C", "C", "C", "N", "C", "O", "C", "C", "C", "Cl", "C", "C", "C", "N", "C", "C", "N", "C", "C", "N", "C", "O", "C", "C", "N", "S", "C", "O", "O", "H", "H", "H", "H", "H", "H", "H", "H", "H", "H", "H", "H", "H", "H", "H", "H", "H", "H", "H", "H", "H", "H"],
  "positions_angstrom": [[-2.98403, -0.83898, -1.69464], [-1.69827, -1.60337, -1.94746], [-0.87478, -1.85913, -0.68009], [0.50841, -1.98567, -1.17940], [1.65539, -1.81878, -0.48736], [2.75263, -1.73407, -1.02382], [1.57978, -1.70532, 1.01868], [2.55254, -0.86096, 1.61697], [2.53633, -0.71353, 2.96333], [3.66944, 0.33989, 3.74120], [1.58385, -1.41925, 3.74543], [1.45998, -1.36510, 5.14964], [0.48938, -2.10965, 5.75317], [-0.37943, -2.91177, 5.08577], [-0.27225, -2.96963, 3.78848], [0.69115, -2.24442, 3.04090], [0.68893, -2.37592, 1.68759], [0.53983, -1.85201, -2.63991], [-0.66903, -0.96090, -2.88959], [-0.27369, 0.38977, -2.50316], [-0.94199, 1.50393, -2.86183], [-1.97799, 1.49946, -3.49656], [-0.22349, 2.82948, -2.50804], [-0.87198, 3.96867, -3.26872], [-0.23523, 3.19527, -1.06708], [-0.07906, 2.08734, 0.13909], [0.11311, 3.16487, 1.51965], [-1.31290, 1.37147, 0.26816], [1.13506, 1.31375, -0.00299], [-2.78007, 0.12983, -1.24368], [-3.53151, -0.67771, -2.62236], [-3.62283, -1.40034, -1.00939], [-1.94028, -2.57004, -2.40293], [-1.18461, -2.75705, -0.15100], [-0.95774, -1.01531, 0.00420], [3.26473, -0.35292, 0.98533], [2.12637, -0.74690, 5.73390], [0.37134, -2.08926, 6.82949], [-0.96011, -3.60700, 3.24199], [0.43148, -2.82075, -3.13178], [1.48827, -1.41555, -2.94483], [-1.00530, -0.94393, -3.92548], [0.55055, 0.48363, -1.92631], [0.81688, 2.70190, -2.82678], [-0.80927, 3.78849, -4.34007], [-1.92135, 4.04517, -2.99458], [-0.36831, 4.91012, -3.04137], [0.41857, 3.95379, -0.90628], [0.17564, 2.50701, 2.38503], [1.03553, 3.73366, 1.42510], [-0.75965, 3.80772, 1.59442]]
}

---

[3]
{
  "formula": "C18H22F2N6O3PPd",
  "method": "wB97M-V/def2-TZVPD",
  "homo_ev": -10.27,
  "orbital_gap_ev": 7.567,
  "charge": 1,
  "lumo_energy_ha": -0.0992,
  "elements": ["Pd", "O", "C", "C", "C", "C", "C", "C", "C", "N", "C", "C", "N", "H", "H", "H", "H", "H", "H", "H", "N", "C", "P", "O", "O", "C", "N", "H", "H", "H", "H", "H", "H", "H", "H", "H", "H", "F", "C", "F", "H", "N", "C", "C", "C", "C", "C", "N", "C", "H", "H", "H", "H"],
  "positions_angstrom": [[0.30235, -0.97336, 0.16193], [0.11623, 1.13493, -0.22950], [-0.88801, 1.95554, -0.38687], [-0.65588, 3.14966, -1.11136], [-1.64756, 4.09235, -1.32857], [-2.93119, 3.88052, -0.84731], [-3.18713, 2.71963, -0.13826], [-2.20937, 1.75482, 0.10911], [-2.57142, 0.55021, 0.86768], [-1.96800, -0.61880, 0.81831], [-2.69187, -1.47268, 1.62245], [-3.74286, -0.80737, 2.16918], [-3.65364, 0.47767, 1.68763], [0.36539, 3.34851, -1.42323], [-1.41472, 4.99961, -1.87197], [-3.71539, 4.60436, -1.01546], [-4.19742, 2.55200, 0.21674], [-2.41829, -2.50605, 1.74414], [-4.51804, -1.11865, 2.84535], [-4.27401, 1.23517, 1.91426], [-0.59133, 0.85480, -2.94394], [0.79484, 0.27874, -2.99161], [0.51273, -1.52057, -2.77465], [0.34349, -2.19448, -4.09737], [-0.60469, -1.60914, -1.75714], [2.06954, -2.35382, -2.21083], [1.72321, -3.78895, -2.47166], [-1.15462, 0.24220, -2.32681], [-1.02887, 0.87059, -3.86456], [-0.61167, 1.79569, -2.50976], [1.34062, 0.72503, -2.16229], [1.26291, 0.48965, -3.94972], [2.34498, -2.21195, -1.17109], [2.88407, -2.07421, -2.87644], [1.18289, -3.76728, -3.36474], [1.09872, -4.12920, -1.72690], [2.53134, -4.40379, -2.54856], [0.27618, -3.78331, -0.08953], [0.77222, -2.81504, 0.79693], [0.11265, -3.00177, 1.98280], [1.80932, -3.12050, 0.97826], [5.89564, 0.85546, 2.85196], [4.75323, 0.74879, 2.87779], [3.32412, 0.59646, 2.90278], [2.55281, 1.09917, 3.94470], [1.18455, 0.90416, 3.90319], [0.63357, 0.21879, 2.83603], [1.38031, -0.25705, 1.83417], [2.69543, -0.07315, 1.86255], [3.02329, 1.62354, 4.76507], [0.54476, 1.27742, 4.68916], [-0.42919, 0.02919, 2.77126], [3.27381, -0.46350, 1.03674]]
}

---

[4]
{
  "formula": "C18H22F3N3O3S",
  "method": "wB97M-V/def2-TZVPD",
  "homo_ev": -8.97,
  "orbital_gap_ev": 9.518,
  "lumo_energy_ha": 0.0203,
  "elements": ["C", "C", "C", "S", "O", "O", "N", "C", "C", "C", "C", "C", "C", "C", "N", "N", "C", "C", "C", "O", "C", "C", "F", "F", "F", "C", "C", "C", "H", "H", "H", "H", "H", "H", "H", "H", "H", "H", "H", "H", "H", "H", "H", "H", "H", "H", "H", "H", "H", "H"],
  "positions_angstrom": [[-6.66479, 3.21407, -2.07303], [-5.64871, 2.00311, -1.84699], [-5.57481, 1.14588, -3.11855], [-6.19207, 0.96888, -0.46625], [-7.41557, 0.30725, -0.91063], [-6.30374, 1.59223, 0.84712], [-5.10599, -0.30620, -0.35576], [-4.13551, -0.20199, 0.73491], [-3.37383, -1.43401, 1.06763], [-1.92897, -1.21026, 0.77093], [-0.86982, -2.18709, 0.72155], [0.25960, -1.86546, 0.09760], [0.58529, -0.64050, -0.39241], [1.89750, -0.51678, -1.08995], [3.04125, -0.54334, -0.06952], [2.91991, 0.22699, 1.04898], [3.98916, 0.03524, 1.77363], [4.87752, -0.78206, 1.04233], [6.17959, -1.25731, 1.76590], [7.19443, -0.36427, 1.33164], [4.23113, -1.17140, -0.10880], [4.61623, -2.04170, -1.29671], [3.85255, -3.12584, -1.07715], [5.93906, -2.46173, -1.24954], [4.25373, -1.46822, -2.52458], [-0.48098, 0.31583, -0.41935], [-1.70994, 0.03877, 0.18486], [-2.98456, 0.80450, 0.33885], [-6.86215, 3.58570, -3.02308], [-7.64986, 2.96664, -1.54550], [-6.28205, 4.00290, -1.45348], [-4.63760, 2.29636, -1.66317], [-5.20144, 1.70827, -3.95990], [-6.59221, 0.69305, -3.38866], [-4.96147, 0.25455, -2.92631], [-5.74261, -1.13842, -0.18161], [-4.59700, 0.10956, 1.67920], [-3.72554, -2.35764, 0.62060], [-3.34997, -1.44558, 2.12787], [-1.24180, -3.14028, 1.29204], [1.00034, -2.64139, 0.04676], [1.93808, -1.35080, -1.80302], [1.86189, 0.39152, -1.50827], [4.16648, 0.33022, 2.82706], [6.41048, -2.28106, 1.49920], [6.02584, -1.19246, 2.91120], [7.04433, -0.05754, 0.40829], [-0.36690, 1.20993, -1.00929], [-2.83221, 1.57351, 1.14208], [-3.13611, 1.35115, -0.60392]]
}

---

[5]
{
  "formula": "C18H22IN3O3PS2Sc",
  "method": "wB97M-V/def2-TZVPD",
  "homo_ev": -13.14,
  "orbital_gap_ev": 7.386,
  "charge": 2,
  "lumo_energy_ha": -0.2116,
  "elements": ["Sc", "O", "C", "C", "C", "C", "C", "C", "C", "O", "N", "N", "C", "S", "C", "C", "S", "H", "H", "H", "H", "H", "H", "H", "H", "H", "C", "P", "C", "C", "O", "H", "H", "H", "H", "H", "H", "H", "H", "H", "I", "C", "C", "C", "C", "N", "C", "H", "H", "H", "H"],
  "positions_angstrom": [[0.04328, -1.11754, 0.71454], [-0.81741, 3.14417, 0.81738], [0.10572, 3.49640, 1.74446], [0.23937, 4.82306, 2.14601], [1.17266, 5.18382, 3.09454], [1.99705, 4.22244, 3.67353], [1.87624, 2.90930, 3.28648], [0.93647, 2.51617, 2.31863], [0.88467, 1.10823, 1.91302], [-0.02310, 0.68025, 1.03683], [1.76541, 0.29520, 2.42145], [1.73529, -1.04532, 1.96302], [2.77489, -1.70847, 2.40730], [3.93639, -0.94976, 3.42533], [5.09031, -2.36573, 3.39974], [4.29622, -3.64413, 3.26197], [3.02777, -3.36700, 1.97738], [-1.25286, 3.93721, 0.48602], [-0.39870, 5.57829, 1.70019], [1.25699, 6.21989, 3.39388], [2.73198, 4.50885, 4.41241], [2.50085, 2.14379, 3.72209], [5.65210, -2.34455, 4.33208], [5.78024, -2.22391, 2.56935], [3.78015, -3.91647, 4.18033], [4.91683, -4.47664, 2.93576], [-1.83216, -3.38908, 3.83551], [-2.27921, -2.02522, 2.75769], [-4.02503, -2.14856, 2.36761], [-1.90892, -0.46122, 3.57581], [-1.44027, -2.10972, 1.45906], [-2.47711, -3.40720, 4.71478], [-0.79553, -3.29176, 4.15805], [-1.95509, -4.32233, 3.28507], [-4.60628, -2.18839, 3.28936], [-4.18367, -3.06669, 1.80114], [-4.34472, -1.29289, 1.77420], [-2.39128, -0.42019, 4.55320], [-2.26135, 0.37126, 2.96632], [-0.82843, -0.38105, 3.71847], [2.85353, -4.56235, -3.45906], [1.19064, -3.43872, -2.88830], [0.06355, -3.34038, -3.69664], [-1.01022, -2.58101, -3.25604], [-0.92805, -1.94082, -2.03741], [0.16097, -2.03008, -1.25232], [1.19833, -2.77056, -1.67726], [0.02386, -3.84379, -4.65327], [-1.90283, -2.48535, -3.85792], [-1.75252, -1.33906, -1.67201], [2.06410, -2.82723, -1.02640]]
}

---

[6]
{
  "formula": "C18H22N2O2",
  "method": "wB97M-V/def2-TZVPD",
  "homo_ev": -7.34,
  "orbital_gap_ev": 7.990,
  "lumo_energy_ha": 0.0237,
  "elements": ["C", "C", "C", "O", "C", "C", "C", "C", "C", "O", "N", "C", "C", "C", "C", "N", "C", "C", "C", "C", "C", "C", "H", "H", "H", "H", "H", "H", "H", "H", "H", "H", "H", "H", "H", "H", "H", "H", "H", "H", "H", "H", "H", "H"],
  "positions_angstrom": [[1.24572, 2.60716, -0.20481], [2.65378, 3.17751, -0.07567], [3.60797, 2.29954, 0.74220], [3.99133, 1.12794, 0.05122], [3.25479, -0.01290, 0.12156], [3.58867, -0.99260, -0.81785], [2.90710, -2.18862, -0.85773], [1.85983, -2.43252, 0.02603], [1.11106, -3.71616, -0.05382], [1.65733, -4.79895, -0.15162], [-0.24659, -3.62843, 0.02310], [-1.06288, -2.48699, -0.03951], [-2.21593, -2.42306, 0.73545], [-3.02986, -1.31023, 0.70873], [-2.72179, -0.20543, -0.09737], [-3.50474, 0.92290, -0.07965], [-4.85531, 0.85920, 0.42486], [-3.11394, 2.10208, -0.80828], [-1.57989, -0.29988, -0.90489], [-0.77473, -1.41854, -0.88254], [1.56532, -1.48331, 0.99688], [2.25394, -0.28713, 1.05023], [0.78332, 2.49006, 0.77326], [0.62909, 3.28134, -0.79611], [1.26161, 1.63699, -0.69591], [3.08461, 3.30763, -1.07026], [2.60798, 4.15725, 0.40449], [3.18015, 2.07263, 1.72338], [4.54574, 2.84308, 0.89686], [4.38827, -0.78293, -1.51085], [3.16356, -2.94137, -1.58776], [-0.72019, -4.51816, 0.12124], [-2.47299, -3.25519, 1.37563], [-3.90394, -1.29793, 1.33884], [-5.36244, -0.04567, 0.07913], [-5.41760, 1.71820, 0.06534], [-4.87358, 0.87242, 1.52000], [-2.05893, 2.31592, -0.63217], [-3.27803, 2.00409, -1.88940], [-3.69150, 2.95180, -0.44762], [-1.32288, 0.49769, -1.58211], [0.08363, -1.46670, -1.53452], [0.79109, -1.67660, 1.72451], [1.99187, 0.42387, 1.81752]]
}

---

[7]
{
  "formula": "C18H22N2O3",
  "method": "wB97M-V/def2-TZVPD",
  "homo_ev": -7.61,
  "orbital_gap_ev": 8.409,
  "lumo_energy_ha": 0.0292,
  "elements": ["C", "C", "C", "O", "C", "O", "C", "C", "N", "C", "C", "C", "C", "O", "C", "C", "C", "C", "C", "C", "C", "N", "C", "H", "H", "H", "H", "H", "H", "H", "H", "H", "H", "H", "H", "H", "H", "H", "H", "H", "H", "H", "H", "H", "H"],
  "positions_angstrom": [[-5.15733, -0.44796, -1.16331], [-5.11754, -1.69073, -0.21092], [-3.87530, -2.39701, -0.32924], [-2.68456, -1.62425, -0.22180], [-1.46497, -2.25929, -0.39348], [-1.29818, -3.30748, -1.06500], [-0.24837, -1.83172, 0.48466], [0.52759, -0.76674, -0.23118], [0.83152, -0.43136, -1.60685], [1.57633, 0.78933, -1.66796], [2.30788, 1.32527, -2.72285], [3.39249, 2.24506, -2.38395], [3.62062, 2.62110, -0.98839], [4.67525, 3.31700, -0.66769], [6.00401, 2.84757, -0.98797], [2.82097, 2.14307, 0.04657], [1.79742, 1.19430, -0.28935], [1.02394, 0.27378, 0.56995], [0.76866, 0.32381, 2.02006], [-0.74801, 0.85412, 2.36145], [-1.51668, -0.54233, 2.29100], [-0.43844, -1.59661, 1.96809], [0.80496, -1.07848, 2.53689], [-6.05118, 0.15927, -1.07981], [-4.33383, 0.26192, -0.99911], [-5.18239, -0.59102, -2.25985], [-5.93647, -2.36683, -0.50675], [-5.33729, -1.47832, 0.85669], [-3.93270, -2.98764, -1.22368], [-3.89728, -3.19621, 0.37808], [0.45094, -2.69925, 0.36037], [0.75389, -1.00243, -2.49774], [2.25241, 0.89542, -3.74852], [4.03575, 2.68946, -3.12011], [6.02492, 1.74009, -0.98277], [6.57071, 3.15051, -0.12538], [6.40472, 3.31886, -1.92300], [3.25528, 2.42578, 1.07165], [1.48266, 0.99011, 2.49031], [-1.27256, 1.51574, 1.65593], [-0.93688, 1.12064, 3.47663], [-2.33855, -0.53507, 1.62918], [-1.94511, -0.74966, 3.28085], [0.57773, -1.03307, 3.58809], [1.75296, -1.58877, 2.33021]]
}

---

[8]
{
  "formula": "C18H22N2O4S2",
  "method": "wB97M-V/def2-TZVPD",
  "homo_ev": -8.75,
  "orbital_gap_ev": 8.907,
  "lumo_energy_ha": 0.0059,
  "elements": ["C", "C", "N", "S", "O", "O", "C", "C", "C", "C", "N", "C", "O", "C", "C", "C", "C", "C", "C", "S", "C", "C", "O", "C", "C", "C", "H", "H", "H", "H", "H", "H", "H", "H", "H", "H", "H", "H", "H", "H", "H", "H", "H", "H", "H", "H", "H", "H"],
  "positions_angstrom": [[3.94803, 5.44210, 1.95239], [3.72048, 3.93432, 1.95723], [4.22932, 3.26510, 0.77870], [3.26758, 3.34964, -0.59334], [4.10113, 2.92943, -1.68114], [2.59594, 4.61718, -0.70106], [2.06843, 2.08871, -0.21534], [0.74556, 2.42863, -0.00452], [-0.17008, 1.43869, 0.29124], [0.23933, 0.10538, 0.37059], [-0.73231, -0.84510, 0.66224], [-0.66321, -2.19157, 0.48719], [0.33407, -2.79535, 0.14123], [-1.92509, -2.94086, 0.80492], [-1.73553, -4.22725, 1.31108], [-2.80252, -5.04603, 1.62347], [-4.09612, -4.59702, 1.41537], [-4.30400, -3.33438, 0.89145], [-3.23351, -2.50678, 0.58533], [-3.65281, -0.90912, -0.12862], [-3.64457, -1.35465, -1.89701], [-2.26461, -1.69714, -2.42657], [-1.43162, -0.57350, -2.29927], [-0.14408, -0.78165, -2.82712], [1.58117, -0.22104, 0.16638], [2.49060, 0.77649, -0.13005], [3.47207, 5.87585, 1.07707], [5.01311, 5.66423, 1.92262], [3.52358, 5.88855, 2.84793], [4.19173, 3.47680, 2.83369], [2.65052, 3.71543, 1.98722], [5.18548, 3.50030, 0.55763], [0.45515, 3.46412, -0.08745], [-1.20997, 1.68595, 0.44509], [-1.66180, -0.46108, 0.80670], [-0.71970, -4.56573, 1.45062], [-2.62590, -6.03243, 2.02423], [-4.94013, -5.22635, 1.65346], [-5.30573, -2.97225, 0.71522], [-4.02617, -0.46549, -2.39596], [-4.33034, -2.19008, -2.03626], [-2.35960, -1.98826, -3.48663], [-1.84017, -2.55848, -1.88464], [0.40391, 0.14698, -2.68401], [-0.19413, -1.02003, -3.89632], [0.37104, -1.59586, -2.30528], [1.89537, -1.24944, 0.22640], [3.53010, 0.55304, -0.30610]]
}